16
Properties=species:S:1:pos:R:3:forces:R:3 method="wB97M-V/def2-TZVPD" largest_force_ev_per_a=1.1 relative_energy_kj_mol=218.8 total_energy_ha=-322.00700 multiplicity=1 gap_ev=9.484 charge=0
H 1.3782 -1.6555 0.5675 0.0 0.3 -0.1
N 2.3144 -1.4913 0.1953 -0.4 -0.8 0.2
C 2.5372 -0.3094 -0.1470 0.1 0.5 -0.2
C 1.7408 0.9758 -0.0599 -0.1 -0.2 -0.1
C 0.2571 1.0121 0.1615 -0.2 0.3 0.1
N -0.5183 0.0169 0.0665 1.0 -0.5 -0.2
N -1.8206 0.1132 0.3305 -0.7 0.5 0.4
C -2.6475 -0.9534 -0.1739 0.0 0.0 -0.1
H 3.5298 -0.1289 -0.5635 0.1 0.1 0.0
H 2.2090 1.5496 0.7513 0.0 0.1 -0.2
H 1.9544 1.5247 -0.9866 0.1 0.1 0.2
H -0.1356 2.0152 0.3957 0.0 -0.2 0.0
H -2.2365 1.0460 0.3311 0.2 -0.2 -0.1
H -2.9105 -0.8340 -1.2310 0.0 0.0 0.0
H -2.0901 -1.8798 -0.0539 -0.1 0.0 0.0
H -3.5618 -1.0012 0.4162 0.0 -0.1 0.0